ORCA calculation (ωB97M-V with the def2-TZVPD basis set) on 2 unconnected molecules or ions with the total composition C5H14NO.

```
! RIJCOSX wB97M-V def2-TZVPD def2/J DEFGRID3
* xyz 0 2
C 2.9695 -1.3274 -0.4015
C 2.7059 0.1776 -0.7126
C 1.6282 0.7778 0.1949
C 0.2266 0.2653 -0.1488
C -0.8611 1.0648 -0.1248
N -2.1890 0.3648 -0.2877
H 2.0996 -1.9630 -0.5221
H 3.6605 -1.6653 -1.1826
H 3.4705 -1.3201 0.5599
H 3.6250 0.7427 -0.5897
H 2.3724 0.2267 -1.7554
H 1.8840 0.7847 1.2508
H 1.3834 1.8237 -0.0351
H 0.2321 -0.6002 -0.8238
H -0.9044 2.1285 0.0245
H -2.7258 0.9399 -0.9914
H -2.0909 -0.5466 -0.7279
H -2.7187 0.2513 0.5906
H -4.8021 -0.7588 2.6720
H -5.3723 -0.8086 1.2514
O -4.5935 -0.5577 1.7592
*
```

Calculated values
LUMO level (alpha / beta) (Ha): 0.0168 / 0.0097
F_max (hartree/bohr): 0.0509
HOMO level (alpha / beta) (eV): -3.436 / -7.903
Calculated total energy (eV): -8945.28396
Relative energy (zero: lowest compared OMol25 entry of this formula, charge and spin) (kcal/mol): 65.3
Orbital gap (alpha / beta) (hartree): 0.143 / 0.300


ORCA calculation (ωB97M-V with the def2-TZVPD basis set) on a molecular structure, C21H41B3O9.

```
! RIJCOSX wB97M-V def2-TZVPD def2/J DEFGRID3
* xyz 0 1
C 2.7122 1.7404 -0.6630
C 3.8239 0.6865 -0.6250
C 5.1619 1.4439 -0.4149
C 3.8522 -0.0593 -1.9701
C 3.0645 -1.3710 -2.0123
C 3.1844 -1.9769 -3.4352
C 3.5671 -2.3510 -0.9926
O 2.7729 -3.5557 -0.9110
B 1.9636 -3.6719 0.1499
O 1.5696 -4.9236 0.6155
B 0.1853 -4.9190 0.6251
O -0.4096 -3.9728 1.4418
B 0.0407 -2.7321 0.9873
O -0.8576 -1.7623 0.7016
C -0.5330 -1.0820 -0.5263
C -1.7717 -0.4607 -1.1928
C -3.0833 -1.0753 -0.6946
C -1.6869 1.0887 -1.0679
C -0.9813 1.6090 -2.3289
C -3.0425 1.7786 -0.9502
O 1.4141 -2.5838 0.8367
H 3.0488 2.5665 -1.2821
H 2.4699 2.0828 0.3359
H 1.8078 1.3485 -1.1282
H 3.6445 0.0331 0.2217
H 4.9557 2.3951 0.0587
H 5.5976 1.6131 -1.3931
H 5.8736 0.8645 0.1639
H 3.3642 0.5936 -2.6903
H 4.8664 -0.2138 -2.3293
H 2.0187 -1.1182 -1.8807
H 2.2224 -2.3689 -3.7402
H 3.9080 -2.7854 -3.4371
H 3.4989 -1.2100 -4.1330
H 4.5543 -2.6656 -1.3242
H 3.7126 -1.9077 -0.0157
H -0.4437 -5.6012 -0.1141
H -0.0554 -1.7446 -1.2483
H 0.2018 -0.3169 -0.3012
H -1.6975 -0.6776 -2.2526
H -3.7900 -1.1015 -1.5140
H -3.4973 -0.5647 0.1620
H -2.9021 -2.1105 -0.4302
H -1.0493 1.3797 -0.2379
H -1.5812 1.3964 -3.2069
H -0.0081 1.1266 -2.4038
H -0.7998 2.6762 -2.2407
H -3.4249 1.7195 0.0627
H -2.9239 2.8314 -1.1836
H -3.7406 1.3720 -1.6717
O 4.7035 -0.8877 5.8979
C 3.7447 -1.3881 5.3896
O 3.6254 -1.5539 4.0490
C 2.3261 -2.0839 3.7249
C 1.8421 -2.7579 5.0019
C 2.4922 -1.8936 6.0811
H 1.6816 -1.2552 3.4206
H 2.4199 -2.7757 2.9003
H 0.7576 -2.8174 5.0699
H 2.2381 -3.7729 5.0558
H 1.8742 -1.0350 6.3478
H 2.7496 -2.4559 6.9737
O -6.6915 2.8735 -2.7974
C -6.6427 3.5363 -1.8045
O -5.5585 3.5565 -0.9895
C -5.8282 4.3549 0.1752
C -6.9622 5.2865 -0.2319
C -7.7299 4.4275 -1.2348
H -6.1110 3.6877 0.9925
H -4.9231 4.8891 0.4545
H -7.5580 5.6299 0.6114
H -6.5560 6.1644 -0.7360
H -8.4757 3.7963 -0.7496
H -8.1960 5.0127 -2.0218
*
```

Calculated values
LUMO level (Ha): 0.0180
F_max (hartree/bohr): 0.0278
HOMO level (eV): -10.150
Calculated total energy (eV): -42907.67482
Orbital gap (hartree): 0.391


ORCA calculation (ωB97M-V with the def2-TZVPD basis set) on a molecular structure, C35H55N4OP2Pd.

```
! RIJCOSX wB97M-V def2-TZVPD def2/J DEFGRID3
* xyz 1 3
C 2.3837 -1.3529 -1.3041
C 1.3602 0.5342 -2.2570
C 3.2709 -1.4568 -2.3802
C 2.1587 0.4265 -3.4069
C 3.1416 -0.5659 -3.4432
H 4.0116 -2.2522 -2.3614
H 2.0044 1.1320 -4.2233
H 3.7967 -0.6400 -4.3102
N 1.5353 -0.3331 -1.2472
P 0.6724 -2.4162 0.6560
P 0.1719 2.2422 -0.3570
C 2.3235 -2.3843 -0.1825
H 2.5843 -3.3798 -0.5734
H 3.0800 -2.1359 0.5805
C 0.2874 1.5455 -2.0637
H 0.2215 2.2875 -2.8617
C -1.4701 3.1869 -0.1833
C 1.6289 3.4470 -0.3479
C -0.3685 -3.5385 -0.4592
C 0.9724 -3.2560 2.3165
C -2.4776 2.2771 0.5414
H -2.0553 1.8871 1.4789
H -3.3810 2.8655 0.7691
H -2.7705 1.4196 -0.0730
C -1.3355 4.4578 0.6688
H -0.9344 4.2391 1.6666
H -0.7378 5.2393 0.1856
H -2.3462 4.8728 0.8121
C -2.0082 3.5549 -1.5688
H -2.9151 4.1663 -1.4359
H -1.2960 4.1501 -2.1571
H -2.2911 2.6607 -2.1396
C 1.8026 4.0629 1.0524
H 1.7967 3.2932 1.8347
H 2.7830 4.5607 1.0804
H 1.0459 4.8182 1.2842
C 2.9343 2.7037 -0.6770
H 3.1213 1.8767 0.0184
H 2.9521 2.3242 -1.7044
H 3.7642 3.4200 -0.5731
C 1.4045 4.5413 -1.4056
H 1.0771 4.1441 -2.3751
H 0.6917 5.3094 -1.0825
H 2.3685 5.0432 -1.5788
C -0.3667 -3.7144 2.9162
H -0.1605 -4.1702 3.8973
H -1.0424 -2.8619 3.0809
H -0.8825 -4.4673 2.3082
C 1.5984 -2.2417 3.2886
H 2.5475 -1.8373 2.9142
H 0.9089 -1.4184 3.5152
H 1.8119 -2.7650 4.2343
C 1.9450 -4.4406 2.1832
H 2.8969 -4.1406 1.7273
H 2.1602 -4.8101 3.1963
H 1.5298 -5.2781 1.6150
C -0.1067 -3.1816 -1.9268
H 0.9096 -3.4374 -2.2528
H -0.8127 -3.7443 -2.5572
H -0.2811 -2.1136 -2.1022
C -1.8510 -3.2577 -0.1590
H -2.1033 -2.2163 -0.4110
H -2.4645 -3.9268 -0.7815
H -2.1089 -3.4373 0.8920
C -0.0584 -5.0337 -0.2838
H 0.9979 -5.2618 -0.4820
H -0.3464 -5.4263 0.6982
H -0.6523 -5.5825 -1.0320
Pd -0.0687 -0.1561 0.4579
C 1.1708 0.5555 1.6643
O 2.0228 0.8770 2.3881
N -1.4552 -0.1764 -1.1105
C -1.2803 0.4325 -2.1565
C -2.0253 0.3441 -3.5245
C -1.5581 1.3853 -4.5261
C -1.7033 -1.0275 -4.1016
C -3.5285 0.4809 -3.2284
H -1.7274 2.4081 -4.1767
H -0.4963 1.2558 -4.7641
H -2.1273 1.2539 -5.4559
H -2.0404 -1.8169 -3.4208
H -2.2114 -1.1623 -5.0634
H -0.6229 -1.1347 -4.2657
H -3.9717 1.2990 -3.8065
H -4.0404 -0.4510 -3.4883
H -3.7154 0.6686 -2.1631
N -0.1317 -0.3702 8.3105
C -0.3623 -0.1134 7.1930
C -0.6423 0.2059 5.8112
C -1.4151 -0.6523 5.0228
C -1.6283 -0.3121 3.6821
N -1.0844 0.7758 3.1278
C -0.4367 1.6455 3.9017
C -0.1650 1.3915 5.2468
H -1.8523 -1.5616 5.4352
H -2.2512 -0.9476 3.0463
H -0.0962 2.5809 3.4475
H 0.4163 2.1088 5.8257
*
```

Calculated values
LUMO level (alpha / beta) (Ha): -0.0977 / -0.1642
F_max (hartree/bohr): 0.1123
HOMO level (alpha / beta) (eV): -8.922 / -10.223
Calculated total energy (eV): -67245.62614
Relative energy (zero: lowest compared OMol25 entry of this formula, charge and spin) (kcal/mol): 0.0
Orbital gap (alpha / beta) (hartree): 0.230 / 0.211


ORCA calculation (ωB97M-V with the def2-TZVPD basis set) on 6 unconnected molecules or ions with the total composition H12O6.

```
! RIJCOSX wB97M-V def2-TZVPD def2/J DEFGRID3
* xyz 0 1
O 2.8513 -0.0201 0.7987
H 3.7939 0.1895 0.7754
H 2.7161 -0.4186 1.6660
O -0.5978 -0.2212 0.5643
H 0.2667 -0.2379 0.9734
H -0.4286 -0.4463 -0.3661
O -1.8303 2.9139 0.6034
H -2.2077 2.0427 0.7719
H -2.3291 3.5128 1.1687
O 2.6607 -0.4150 -1.9243
H 2.7352 -0.0869 -1.0068
H 1.7500 -0.7383 -2.0478
O -3.0004 -1.1706 1.8698
H -2.7964 -0.8527 0.9865
H -2.2239 -0.9353 2.3837
O -0.1709 -0.9127 -2.1628
H -0.4995 -1.8153 -2.2680
H -0.6892 -0.3882 -2.7861
*
```

Calculated values
LUMO level (Ha): 0.0068
F_max (hartree/bohr): 0.0204
HOMO level (eV): -10.468
Calculated total energy (eV): -12479.80443
Relative energy (zero: lowest compared OMol25 entry of this formula, charge and spin) (kcal/mol): 30.2
SMILES string: O.O.O.O.O.O
Orbital gap (hartree): 0.392


ORCA calculation (ωB97M-V with the def2-TZVPD basis set) on 2 unconnected molecules or ions with the total composition C2H8N2O.

```
! RIJCOSX wB97M-V def2-TZVPD def2/J DEFGRID3
* xyz 0 1
C -1.1088 0.8772 -2.3231
O -0.1758 1.0589 -3.0473
H -1.6360 1.6709 -1.9417
H -1.4928 -0.1730 -2.3258
N -0.3357 0.3072 2.0046
C 0.0817 -1.0825 1.7624
N 1.4362 -1.0742 1.1736
H 0.2811 0.8417 2.6439
H -0.5088 0.9313 1.1733
H 0.0175 -1.6967 2.6391
H -0.5128 -1.6235 0.9967
H 1.6113 -0.2493 0.6010
H 2.1055 -1.5724 1.7087
*
```

Calculated values
LUMO level (Ha): 0.0236
F_max (hartree/bohr): 0.0769
HOMO level (eV): -8.521
Calculated total energy (eV): -7229.49921
Relative energy (zero: lowest compared OMol25 entry of this formula, charge and spin) (kcal/mol): 65.2
SMILES string: C=O.NCN
Orbital gap (hartree): 0.337


ORCA calculation (ωB97M-V with the def2-TZVPD basis set) on 8 unconnected molecules or ions with the total composition C77H74N2O18S.

```
! RIJCOSX wB97M-V def2-TZVPD def2/J DEFGRID3
* xyz 0 1
C 4.4114 0.4789 4.0626
C 4.0110 1.5940 3.0616
C 2.4976 1.8717 3.0101
N 1.9159 1.8821 1.6447
C 1.0527 0.7519 1.4282
C 1.5446 -0.5516 1.5372
C 0.7055 -1.6285 1.3515
O 1.2078 -2.9287 1.5047
C 0.8918 -3.5300 2.6988
O 0.5924 -4.6898 2.7074
C 1.0757 -2.7419 3.9594
C 2.1038 -3.1684 4.8007
C 2.3343 -2.5056 5.9960
C 1.5432 -1.4292 6.3771
C 0.5152 -1.0105 5.5430
C 0.2851 -1.6605 4.3374
C -0.6347 -1.4670 1.0218
C -1.1041 -0.1668 0.8918
C -0.2806 0.9390 1.0915
S -2.8100 0.0150 0.4755
C -2.9371 -1.3264 -0.6897
C -3.6942 -1.1945 -1.8528
C -4.4408 0.0928 -2.1043
C -5.6366 0.3246 -1.1651
C -6.6153 -0.8595 -1.0462
C -7.9771 -0.3307 -0.5564
C -6.1392 -1.9238 -0.0465
C -3.7352 -2.2735 -2.7451
C -4.4861 -2.1074 -4.0507
O -4.0303 -1.0234 -4.8592
C -2.6296 -0.9354 -4.9560
C -3.0665 -3.4662 -2.4332
C -3.1695 -4.6385 -3.3869
O -4.5244 -4.9858 -3.6139
C -4.8076 -5.5313 -4.8850
C -2.3000 -3.5840 -1.2656
C -1.5557 -4.8548 -0.9272
C -2.3990 -5.9166 -0.1730
C -1.5223 -6.7198 0.7839
C -3.5984 -5.3499 0.5797
C -2.2466 -2.4973 -0.3888
N -1.5129 -2.5496 0.8214
H 5.1878 0.8460 4.7336
H 4.8023 -0.3879 3.5346
H 3.5739 0.1905 4.6963
H 4.5272 2.5084 3.3577
H 4.3946 1.3303 2.0782
H 1.9989 1.1175 3.6206
H 2.2678 2.8302 3.4735
H 2.6503 1.7664 0.9509
H 2.5862 -0.7047 1.7876
H 2.7087 -4.0134 4.5027
H 3.1333 -2.8476 6.6398
H 1.7316 -0.9329 7.3185
H -0.1212 -0.1829 5.8230
H -0.5332 -1.3214 3.7175
H -0.6978 1.9309 0.9937
H -3.7266 0.9067 -1.9442
H -4.7722 0.1787 -3.1322
H -5.3321 0.6327 -0.1635
H -6.1971 1.1659 -1.5792
H -6.7695 -1.2788 -2.0429
H -8.7605 -1.0451 -0.8058
H -8.2243 0.6241 -1.0210
H -7.9506 -0.1699 0.5218
H -6.9968 -2.4250 0.4053
H -5.6131 -1.4308 0.7730
H -5.4946 -2.6814 -0.4866
H -5.5413 -1.9392 -3.8367
H -4.4387 -3.0056 -4.6585
H -2.4072 -0.3838 -5.8701
H -2.1413 -1.9117 -5.0318
H -2.1848 -0.3799 -4.1253
H -2.6686 -5.5126 -2.9771
H -2.6450 -4.3875 -4.3177
H -3.9880 -5.3900 -5.5930
H -5.6897 -5.0336 -5.2910
H -5.0192 -6.6003 -4.8187
H -1.1699 -5.3150 -1.8328
H -0.6691 -4.6402 -0.3279
H -2.8026 -6.6336 -0.8949
H -0.5487 -6.9542 0.3505
H -2.0026 -7.6482 1.0819
H -1.3204 -6.1572 1.6993
H -3.3042 -4.6269 1.3439
H -4.3231 -4.8685 -0.0759
H -4.1171 -6.1638 1.0902
H -1.0214 -3.4262 0.9290
O 2.6582 4.2079 5.6387
C 3.5857 4.9462 5.3776
C 3.3826 6.2200 4.6486
C 4.4032 7.0279 4.3629
C 5.7860 6.6780 4.7694
O 6.7283 7.4070 4.5300
C 5.9927 5.3974 5.4960
C 4.9721 4.5939 5.7790
H 2.3681 6.4490 4.3639
H 4.2700 7.9669 3.8327
H 7.0122 5.1665 5.7789
H 5.0952 3.6575 6.3093
O -2.0635 7.6505 10.0414
C -1.3670 7.6425 9.0508
C -0.0067 8.2400 9.0612
C 0.7576 8.2332 7.9730
C 0.2834 7.6279 6.7041
O 0.9834 7.6201 5.7133
C -1.0737 7.0297 6.6919
C -1.8388 7.0361 7.7798
H 0.3169 8.6748 9.9982
H 1.7516 8.6621 7.9558
H -1.3951 6.5929 5.7551
H -2.8318 6.6055 7.7962
O -0.7417 2.6650 -9.8303
C -1.1530 1.5246 -9.8261
C -0.3911 0.4262 -10.4701
C -0.8421 -0.8249 -10.4647
C -2.1295 -1.1751 -9.8131
O -2.5397 -2.3162 -9.8034
C -2.8940 -0.0767 -9.1681
C -2.4400 1.1737 -9.1728
H 0.5434 0.7007 -10.9425
H -0.3038 -1.6349 -10.9322
H -3.8287 -0.3533 -8.6958
H -2.9775 1.9898 -8.7066
O -5.2589 -9.9992 6.2125
C -4.6057 -9.9836 5.1923
C -3.2365 -9.4096 5.1611
C -2.5208 -9.3921 4.0401
C -3.0606 -9.9472 2.7735
O -2.4065 -9.9295 1.7532
C -4.4299 -10.5197 2.8030
C -5.1454 -10.5374 3.9240
H -2.8644 -9.0108 6.0961
H -1.5221 -8.9768 3.9918
H -4.8026 -10.9161 1.8671
H -6.1451 -10.9500 3.9709
O 6.2679 13.9505 6.7252
C 5.8674 13.0547 6.0148
C 6.5950 11.7648 5.9118
C 6.1547 10.7817 5.1305
C 4.9143 10.9381 4.3319
O 4.5119 10.0394 3.6235
C 4.1845 12.2263 4.4304
C 4.6262 13.2078 5.2117
H 7.4967 11.6767 6.5044
H 6.6669 9.8318 5.0324
H 3.2838 12.3136 3.8362
H 4.1127 14.1565 5.3026
O 1.4533 -1.6794 -12.3515
C 2.4292 -2.2299 -11.8830
C 2.4452 -3.6949 -11.6509
C 3.5113 -4.2979 -11.1326
C 4.7296 -3.5303 -10.7665
O 5.7004 -4.0798 -10.2959
C 4.7109 -2.0631 -10.9997
C 3.6442 -1.4611 -11.5182
H 1.5466 -4.2331 -11.9252
H 3.5472 -5.3647 -10.9529
H 5.6081 -1.5237 -10.7245
H 3.6077 -0.3940 -11.6977
O 4.0806 2.0413 -0.3869
C 4.4704 1.9743 -1.5352
C 5.5774 2.8312 -2.0211
C 6.0009 2.7561 -3.2797
C 5.3833 1.8116 -4.2468
O 5.7710 1.7421 -5.3918
C 4.2732 0.9556 -3.7550
C 3.8502 1.0312 -2.4965
H 6.0109 3.5105 -1.2983
H 6.8066 3.3704 -3.6605
H 3.8373 0.2763 -4.4761
H 3.0433 0.4186 -2.1133
*
```

Calculated values
LUMO level (Ha): -0.0656
F_max (hartree/bohr): 0.0148
HOMO level (eV): -7.746
Calculated total energy (eV): -131711.34688
SMILES string: CCCNc1cc(OC(=O)c2ccccc2)c2c(c1)Sc1c(CCC(C)C)c(COC)c(COC)c(CC(C)C)c1N2.O=C1C=CC(=O)C=C1.O=C1C=CC(=O)C=C1.O=C1C=CC(=O)C=C1.O=C1C=CC(=O)C=C1.O=C1C=CC(=O)C=C1.O=C1C=CC(=O)C=C1.O=C1C=CC(=O)C=C1
Orbital gap (hartree): 0.219


Copy entry 2 word for word.
ORCA calculation (ωB97M-V with the def2-TZVPD basis set) on a molecular structure, C21H41B3O9.

```
! RIJCOSX wB97M-V def2-TZVPD def2/J DEFGRID3
* xyz 0 1
C 2.7122 1.7404 -0.6630
C 3.8239 0.6865 -0.6250
C 5.1619 1.4439 -0.4149
C 3.8522 -0.0593 -1.9701
C 3.0645 -1.3710 -2.0123
C 3.1844 -1.9769 -3.4352
C 3.5671 -2.3510 -0.9926
O 2.7729 -3.5557 -0.9110
B 1.9636 -3.6719 0.1499
O 1.5696 -4.9236 0.6155
B 0.1853 -4.9190 0.6251
O -0.4096 -3.9728 1.4418
B 0.0407 -2.7321 0.9873
O -0.8576 -1.7623 0.7016
C -0.5330 -1.0820 -0.5263
C -1.7717 -0.4607 -1.1928
C -3.0833 -1.0753 -0.6946
C -1.6869 1.0887 -1.0679
C -0.9813 1.6090 -2.3289
C -3.0425 1.7786 -0.9502
O 1.4141 -2.5838 0.8367
H 3.0488 2.5665 -1.2821
H 2.4699 2.0828 0.3359
H 1.8078 1.3485 -1.1282
H 3.6445 0.0331 0.2217
H 4.9557 2.3951 0.0587
H 5.5976 1.6131 -1.3931
H 5.8736 0.8645 0.1639
H 3.3642 0.5936 -2.6903
H 4.8664 -0.2138 -2.3293
H 2.0187 -1.1182 -1.8807
H 2.2224 -2.3689 -3.7402
H 3.9080 -2.7854 -3.4371
H 3.4989 -1.2100 -4.1330
H 4.5543 -2.6656 -1.3242
H 3.7126 -1.9077 -0.0157
H -0.4437 -5.6012 -0.1141
H -0.0554 -1.7446 -1.2483
H 0.2018 -0.3169 -0.3012
H -1.6975 -0.6776 -2.2526
H -3.7900 -1.1015 -1.5140
H -3.4973 -0.5647 0.1620
H -2.9021 -2.1105 -0.4302
H -1.0493 1.3797 -0.2379
H -1.5812 1.3964 -3.2069
H -0.0081 1.1266 -2.4038
H -0.7998 2.6762 -2.2407
H -3.4249 1.7195 0.0627
H -2.9239 2.8314 -1.1836
H -3.7406 1.3720 -1.6717
O 4.7035 -0.8877 5.8979
C 3.7447 -1.3881 5.3896
O 3.6254 -1.5539 4.0490
C 2.3261 -2.0839 3.7249
C 1.8421 -2.7579 5.0019
C 2.4922 -1.8936 6.0811
H 1.6816 -1.2552 3.4206
H 2.4199 -2.7757 2.9003
H 0.7576 -2.8174 5.0699
H 2.2381 -3.7729 5.0558
H 1.8742 -1.0350 6.3478
H 2.7496 -2.4559 6.9737
O -6.6915 2.8735 -2.7974
C -6.6427 3.5363 -1.8045
O -5.5585 3.5565 -0.9895
C -5.8282 4.3549 0.1752
C -6.9622 5.2865 -0.2319
C -7.7299 4.4275 -1.2348
H -6.1110 3.6877 0.9925
H -4.9231 4.8891 0.4545
H -7.5580 5.6299 0.6114
H -6.5560 6.1644 -0.7360
H -8.4757 3.7963 -0.7496
H -8.1960 5.0127 -2.0218
*
```

Calculated values
LUMO level (Ha): 0.0180
F_max (hartree/bohr): 0.0278
HOMO level (eV): -10.150
Calculated total energy (eV): -42907.67482
Orbital gap (hartree): 0.391